ORCA calculation (ωB97M-V with the def2-TZVPD basis set) on an isolated ion of composition C4H9ClN3 and charge +1 in a non-equilibrium geometry.

Positions of all 17 atoms, in Å:
C: -1.0257 1.4483 -0.3377
C: -1.7068 0.3887 0.0537
C: 1.1798 0.4186 -0.3280
C: 0.6904 -0.8967 0.3518
N: -0.3941 -0.5449 1.2445
N: 0.4797 -1.8843 -0.6634
N: 0.3408 1.5445 0.1634
Cl: -3.1904 -0.2707 -0.1342
H: -1.3690 2.2144 -1.0170
H: 2.2263 0.6079 -0.0928
H: 1.0757 0.3169 -1.4089
H: 1.4846 -1.2780 1.0122
H: -0.9252 -1.3527 1.5515
H: -0.3387 -1.7011 -1.2325
H: 0.4430 -2.8286 -0.3058
H: 0.7559 2.4557 -0.0420
H: 0.2737 1.3620 1.1853

Properties
Energy above the lowest of the compared OMol25 structures with the same formula, charge and spin in kcal per mole: 37.0
Net charge: +1
F_max in eV Å⁻¹: 5.026

Atom charges from the Löwdin analysis, given in e for atoms 1 to 6: atom 1 (C): -0.10, atom 2 (C): -0.58, atom 3 (C): -0.06, atom 4 (C): -0.47, atom 5 (N): 0.08, atom 6 (N): 0.07

=====

ORCA calculation (ωB97M-V with the def2-TZVPD basis set) on an isolated ion of composition C4H9ClNO and charge +1 in a non-equilibrium geometry.

Positions of all 16 atoms, in Å:
C: -0.1381 -0.6431 -0.4902
C: -1.3387 -0.1904 -0.1356
C: -2.6164 -0.8307 0.2688
C: 1.9259 0.2143 0.4018
N: 0.9252 0.3396 -0.6016
O: 2.9970 1.0720 0.0945
Cl: -1.4809 1.6656 0.0486
H: 0.1310 -1.6553 -0.5311
H: -2.5247 -1.0803 1.3775
H: -2.6351 -1.8232 -0.2083
H: -3.5679 -0.3964 -0.0693
H: 1.3914 0.4701 1.3482
H: 2.3359 -0.7207 0.3032
H: 1.3643 0.3045 -1.4535
H: 0.4394 1.2240 -0.6294
H: 2.7919 2.0501 0.2765

Properties
Energy above the lowest of the compared OMol25 structures with the same formula, charge and spin in kcal per mole: 24.0
Net charge: +1
Expectation value of S²: 2.01
Spin multiplicity: 3
F_max in eV Å⁻¹: 12.333

Atom charges from the Löwdin analysis, given in e for atoms 1 to 6: atom 1 (C): -0.05, atom 2 (C): -0.52, atom 3 (C): -0.11, atom 4 (C): -0.20, atom 5 (N): 0.03, atom 6 (O): 0.01

=====

ORCA calculation (ωB97M-V with the def2-TZVPD basis set) on a 2-piece molecular cluster, C4H9ClNO3P overall in a non-equilibrium geometry.

Positions of all 19 atoms, in Å:
C: 0.0455 -1.2683 -1.3293
C: -0.2311 1.6589 1.0764
C: -0.7527 -0.7470 1.5235
C: 0.1841 0.0572 -0.6435
N: -0.3259 0.3081 0.4855
O: 2.3289 0.6209 -0.0557
O: 1.1437 2.3653 -1.6259
O: 2.1166 0.2371 -2.6373
P: 1.6552 0.9695 -1.4083
Cl: -3.3210 -2.4656 0.2471
H: -0.6080 -2.0263 -0.7701
H: 1.0226 -1.6542 -1.4164
H: -0.3125 -1.0887 -2.2708
H: -1.0839 1.9297 1.6536
H: 0.7449 1.6527 1.7014
H: -0.2379 2.3210 0.1573
H: -1.1655 -0.1896 2.3715
H: -1.4396 -1.4880 1.0193
H: 0.2366 -1.1928 1.9219

Properties
Energy above the lowest of the compared OMol25 structures with the same formula, charge and spin in kcal per mole: 0.0
Net charge: -2
F_max in eV Å⁻¹: 4.660

Atom charges from the Löwdin analysis, given in e for atoms 1 to 6: atom 1 (C): -0.06, atom 2 (C): -0.07, atom 3 (C): -0.05, atom 4 (C): -0.26, atom 5 (N): -0.18, atom 6 (O): -0.42

=====

ORCA calculation (ωB97M-V with the def2-TZVPD basis set) on one molecule with the formula C4H9ClNO3P in a non-equilibrium geometry.

Positions of all 19 atoms, in Å:
C: 0.7582 -0.6399 0.0400
C: -0.2055 1.7004 -0.0504
C: 3.1160 -0.9779 -0.1978
C: -0.2101 0.4173 0.6760
N: -1.4899 -0.1137 0.8593
O: -2.7379 1.1756 -1.2149
O: 0.4657 -1.6050 -0.6406
O: 2.0085 -0.2074 0.3077
P: -2.6015 -0.0816 -0.4363
Cl: -4.2275 -0.4742 0.5993
H: -1.1117 2.1936 0.2816
H: 0.7119 2.3844 -0.0733
H: -0.5986 1.4524 -1.1222
H: 3.4971 -0.6185 -1.0664
H: 2.8547 -1.9967 -0.2960
H: 3.7589 -0.9193 0.7398
H: 0.2551 0.5199 1.6652
H: -1.5723 -1.0136 1.3367
H: -2.6711 -1.1958 -1.4076

Properties
Energy above the lowest of the compared OMol25 structures with the same formula, charge and spin in kcal per mole: 1.2
SMILES: COC(=O)[C@@H](C)N[P@H](=O)Cl
F_max in eV Å⁻¹: 5.143

Atom charges from the Löwdin analysis, given in e for atoms 1 to 6: atom 1 (C): -0.43, atom 2 (C): -0.07, atom 3 (C): -0.01, atom 4 (C): -0.42, atom 5 (N): -0.15, atom 6 (O): -0.42

=====

ORCA calculation (ωB97M-V with the def2-TZVPD basis set) on a 2-piece molecular cluster, C4H9ClSi overall in a non-equilibrium geometry.

Positions of all 15 atoms, in Å:
C: -0.8360 -2.1432 1.1517
C: -0.7118 -1.1565 0.5188
C: 0.5431 1.6763 0.9204
C: 1.4938 -0.7659 -1.1895
Si: 0.2020 0.3818 -0.2992
Cl: -3.4154 0.7188 -0.6783
H: -2.3018 0.0601 -0.5507
H: -1.2027 -2.9992 1.6386
H: 1.3077 1.5581 1.6384
H: 0.6219 2.6974 0.5871
H: -0.3925 1.7330 1.4668
H: 2.4847 -0.3414 -1.4131
H: 1.8142 -1.5302 -0.5814
H: 0.9806 -1.2419 -2.0279
H: -0.5878 1.3528 -1.1820

Properties
Energy above the lowest of the compared OMol25 structures with the same formula, charge and spin in kcal per mole: 84.9
SMILES: C#C[SiH](C)C.Cl
F_max in eV Å⁻¹: 5.121

Atom charges from the Löwdin analysis, given in e for atoms 1 to 6: atom 1 (C): 0.03, atom 2 (C): -0.23, atom 3 (C): -0.25, atom 4 (C): -0.21, atom 5 (Si): 0.58, atom 6 (Cl): 0.28

=====

ORCA calculation (ωB97M-V with the def2-TZVPD basis set) on C4H9CrO3 as an isolated structure in a non-equilibrium geometry.

Positions of all 17 atoms, in Å:
O: -0.9842 -1.0956 -0.4161
C: -0.6892 -1.0542 0.9443
C: 0.7687 -0.7452 1.2193
O: 1.0895 0.4152 0.4532
C: 2.3626 0.9626 0.7361
Cr: 0.1664 0.2513 -1.4234
H: -0.9480 -1.9971 1.4560
H: -1.2745 -0.2370 1.4149
H: 1.4341 -1.5814 0.9426
H: 0.9264 -0.5390 2.2887
H: 2.5322 1.7913 0.0397
H: 2.3883 1.3351 1.7709
H: 3.1535 0.2070 0.6089
O: -1.5958 1.2728 -1.1531
C: -2.5589 0.5024 -0.8663
H: -2.9539 -0.1703 -1.6461
H: -3.2221 0.7323 -0.0122

Properties
Energy in eV: -38854.0856
Expectation value of S²: 8.76
Spin multiplicity: 6
F_max in eV Å⁻¹: 2.515

Atom charges from the Löwdin analysis, given in e for atoms 1 to 6: atom 1 (O): -0.37, atom 2 (C): -0.34, atom 3 (C): -0.20, atom 4 (O): -0.32, atom 5 (C): -0.09, atom 6 (Cr): 0.63

=====

ORCA calculation (ωB97M-V with the def2-TZVPD basis set) on a 2-piece molecular cluster, C4H9F overall in a non-equilibrium geometry.

Positions of all 14 atoms, in Å:
C: 1.6707 0.5212 0.1625
C: 0.1283 0.7047 -0.2029
C: -0.4908 -0.4828 0.3485
C: -2.5254 -0.6074 -0.0331
F: -2.7980 0.7273 -0.0386
H: 1.6287 0.1828 1.2496
H: 2.0725 -0.3262 -0.3115
H: 2.3643 1.3458 0.0110
H: -0.0166 1.6746 0.2855
H: 0.0798 0.7112 -1.3252
H: -0.0707 -1.2954 -0.1930
H: -0.6506 -0.5539 1.3932
H: -2.9080 -0.9871 0.8894
H: -2.8660 -0.9744 -1.0209

Properties
Energy above the lowest of the compared OMol25 structures with the same formula, charge and spin in kcal per mole: 69.3
F_max in eV Å⁻¹: 5.444

Atom charges from the Löwdin analysis, given in e for atoms 1 to 6: atom 1 (C): -0.11, atom 2 (C): -0.30, atom 3 (C): -0.11, atom 4 (C): -0.07, atom 5 (F): -0.11, atom 6 (H): 0.09

=====

ORCA calculation (ωB97M-V with the def2-TZVPD basis set) on a 2-piece molecular cluster, C4H9F3OSi overall in a non-equilibrium geometry.

Positions of all 18 atoms, in Å:
C: 0.9677 -2.3500 0.3130
C: 0.6726 0.8375 -1.7828
C: 0.9447 1.5825 1.4320
C: -2.6464 0.1208 0.2132
O: 1.3486 -1.0266 0.5065
F: -3.0473 -1.1951 -0.0565
F: -3.6356 0.4565 1.0649
F: -2.8078 0.8084 -1.0087
Si: 0.7910 0.3969 0.0193
H: 1.6449 -2.9981 0.7088
H: 0.7052 -2.4633 -0.7326
H: 0.0107 -2.4460 0.7296
H: -0.3488 0.8232 -2.1966
H: 1.1000 1.7182 -1.9680
H: 1.3634 0.2254 -2.3185
H: 1.3681 0.9906 2.2166
H: 1.5124 2.4852 1.2932
H: 0.0566 2.0339 1.5667

Properties
Energy above the lowest of the compared OMol25 structures with the same formula, charge and spin in kcal per mole: 77.4
F_max in eV Å⁻¹: 4.396

Atom charges from the Löwdin analysis, given in e for atoms 1 to 6: atom 1 (C): -0.09, atom 2 (C): -0.13, atom 3 (C): -0.13, atom 4 (C): -0.45, atom 5 (O): -0.24, atom 6 (F): -0.07

=====

ORCA calculation (ωB97M-V with the def2-TZVPD basis set) on C4H9F6O4PZn as an isolated structure in a non-equilibrium geometry.

Positions of all 25 atoms, in Å:
Zn: 5.0226 -12.4513 5.7685
C: 7.0125 -15.8470 5.9935
C: 6.2937 -14.4844 5.9148
O: 6.3024 -13.9036 4.7958
O: 5.8817 -13.9114 6.9438
H: 7.5587 -15.8132 6.9372
H: 7.6157 -16.0387 5.1115
H: 6.2741 -16.6465 6.0894
C: 2.5853 -12.6579 7.5511
O: 3.0561 -12.8135 6.2577
H: 1.7865 -11.8967 7.6034
H: 2.1385 -13.5660 7.9963
H: 3.3467 -12.3278 8.2753
C: 4.9370 -10.9241 3.1128
O: 4.2546 -11.7168 3.9839
H: 4.6137 -9.8813 2.9634
H: 6.0415 -10.9676 3.2181
H: 4.9993 -11.3535 2.0815
P: 6.7265 -9.9677 7.0648
F: 5.1691 -9.8744 6.5091
F: 6.3450 -10.7594 8.4190
F: 6.7526 -11.3885 6.2330
F: 8.2761 -10.2951 7.4859
F: 7.2223 -9.1843 5.7483
F: 6.5485 -8.5558 7.8204

Properties
Energy in eV: -86502.8221
Net charge: -2
F_max in eV Å⁻¹: 3.376

Atom charges from the Löwdin analysis, given in e for atoms 1 to 6: atom 1 (Zn): 0.76, atom 2 (C): -0.02, atom 3 (C): -0.72, atom 4 (O): -0.05, atom 5 (O): -0.05, atom 6 (H): 0.06

=====

ORCA calculation (ωB97M-V with the def2-TZVPD basis set) on a 2-piece molecular cluster, C4H9FN overall in a non-equilibrium geometry.

Positions of all 15 atoms, in Å:
C: 1.8114 -1.5899 0.1947
C: -2.3851 0.3834 0.0104
C: -1.0176 0.3269 -0.6005
C: 0.0159 0.0901 0.4186
N: 0.9120 -0.7746 0.3153
F: 2.4976 1.2106 -0.3266
H: 1.6082 -2.5190 0.6081
H: 2.7589 -1.3466 -0.1279
H: -3.2000 0.2158 -0.6469
H: -2.3244 -0.4255 0.7897
H: -2.4104 1.3547 0.5711
H: -0.7173 1.1796 -1.0201
H: 3.1957 1.7066 -0.0464
H: 0.2357 0.7879 1.1437
H: -0.9804 -0.5998 -1.2833

Properties
Energy above the lowest of the compared OMol25 structures with the same formula, charge and spin in kcal per mole: 49.1
Net charge: +1
F_max in eV Å⁻¹: 5.570

Atom charges from the Löwdin analysis, given in e for atoms 1 to 6: atom 1 (C): 0.18, atom 2 (C): -0.06, atom 3 (C): -0.19, atom 4 (C): -0.02, atom 5 (N): 0.11, atom 6 (F): -0.01

=====

> Which of these has the lowest F_max?

C4H9CrO3

=====

> Which of these has the highest F_max?

C4H9ClNO

=====

Repeat the ninth record exactly.
ORCA calculation (ωB97M-V with the def2-TZVPD basis set) on C4H9F6O4PZn as an isolated structure in a non-equilibrium geometry.

Positions of all 25 atoms, in Å:
Zn: 5.0226 -12.4513 5.7685
C: 7.0125 -15.8470 5.9935
C: 6.2937 -14.4844 5.9148
O: 6.3024 -13.9036 4.7958
O: 5.8817 -13.9114 6.9438
H: 7.5587 -15.8132 6.9372
H: 7.6157 -16.0387 5.1115
H: 6.2741 -16.6465 6.0894
C: 2.5853 -12.6579 7.5511
O: 3.0561 -12.8135 6.2577
H: 1.7865 -11.8967 7.6034
H: 2.1385 -13.5660 7.9963
H: 3.3467 -12.3278 8.2753
C: 4.9370 -10.9241 3.1128
O: 4.2546 -11.7168 3.9839
H: 4.6137 -9.8813 2.9634
H: 6.0415 -10.9676 3.2181
H: 4.9993 -11.3535 2.0815
P: 6.7265 -9.9677 7.0648
F: 5.1691 -9.8744 6.5091
F: 6.3450 -10.7594 8.4190
F: 6.7526 -11.3885 6.2330
F: 8.2761 -10.2951 7.4859
F: 7.2223 -9.1843 5.7483
F: 6.5485 -8.5558 7.8204

Properties
Energy in eV: -86502.8221
Net charge: -2
F_max in eV Å⁻¹: 3.376

Atom charges from the Löwdin analysis, given in e for atoms 1 to 6: atom 1 (Zn): 0.76, atom 2 (C): -0.02, atom 3 (C): -0.72, atom 4 (O): -0.05, atom 5 (O): -0.05, atom 6 (H): 0.06